No. 1
Entry from the OMol25 dataset: 2 unconnected molecules or ions with the total composition C3H5F3O4 in a non-equilibrium geometry (wB97M-V/def2-TZVPD).

Cartesian coordinates (Å):
1 C -0.64 -0.82 -1.62
2 C -0.68 0.21 -0.62
3 C 0.70 0.09 1.63
4 O -0.18 1.47 -0.80
5 O -0.34 0.16 2.42
6 O 1.37 -1.02 1.36
7 O 1.33 1.22 1.28
8 F 0.08 -0.46 -2.68
9 F -0.09 -2.00 -1.24
10 F -2.12 0.28 -0.18
11 H -1.68 -1.03 -1.96
12 H -0.12 1.79 -1.80
13 H -0.68 -0.74 2.79
14 H 2.23 -0.70 0.94
15 H 0.81 1.54 0.48

Summary:
DFT total energy: -717.746165 a.u.
HOMO level (spin up / spin down): -0.2630 / -0.2630 hartree
lowest unoccupied orbital energy (spin up / spin down): 0.1533 / 0.1532 eV

No. 2
Entry from the OMol25 dataset: a molecular structure, C16H44AlF2N6O11S2 in a non-equilibrium geometry (wB97M-V/def2-TZVPD).

Cartesian coordinates (Å):
1 Al -18.94 -6.93 -24.36
2 N -20.92 -11.44 -21.95
3 S -21.48 -10.81 -20.59
4 O -22.37 -11.61 -19.81
5 O -21.73 -9.39 -20.66
6 F -20.07 -10.81 -19.81
7 S -22.42 -11.59 -22.73
8 O -23.10 -10.35 -23.03
9 O -23.20 -12.76 -22.41
10 F -21.81 -11.91 -24.15
11 N -18.42 -8.94 -20.86
12 O -18.37 -8.27 -19.83
13 O -18.80 -8.43 -21.93
14 O -18.28 -10.18 -20.88
15 C -17.55 -15.51 -20.15
16 C -18.72 -14.55 -20.55
17 C -19.80 -14.51 -19.49
18 O -19.33 -13.93 -18.31
19 C -20.38 -13.76 -17.35
20 N -18.25 -13.21 -20.89
21 H -16.91 -15.02 -19.42
22 H -17.01 -15.86 -21.03
23 H -18.06 -16.43 -19.85
24 H -19.09 -14.94 -21.51
25 H -20.18 -15.52 -19.28
26 H -20.67 -13.97 -19.89
27 H -21.23 -13.22 -17.77
28 H -19.95 -13.25 -16.50
29 H -20.69 -14.76 -17.04
30 H -17.41 -13.24 -21.46
31 H -18.06 -12.71 -20.00
32 C -16.39 -4.01 -21.41
33 C -16.91 -4.78 -22.63
34 C -16.17 -4.40 -23.89
35 O -16.79 -5.00 -25.02
36 C -16.27 -4.57 -26.25
37 N -16.71 -6.23 -22.42
38 H -16.41 -2.95 -21.69
39 H -15.34 -4.21 -21.23
40 H -17.10 -4.08 -20.59
41 H -17.96 -4.48 -22.68
42 H -15.12 -4.72 -23.91
43 H -16.16 -3.31 -24.02
44 H -15.97 -3.52 -26.23
45 H -17.06 -4.55 -26.99
46 H -15.46 -5.19 -26.64
47 H -16.98 -6.42 -21.46
48 H -15.71 -6.38 -22.33
49 C -16.68 -9.75 -17.07
50 C -16.42 -11.19 -17.54
51 C -16.54 -12.20 -16.41
52 O -15.54 -11.85 -15.45
53 C -15.60 -12.79 -14.38
54 N -17.32 -11.59 -18.64
55 H -16.03 -9.10 -17.65
56 H -16.66 -9.70 -15.98
57 H -17.73 -9.47 -17.24
58 H -15.39 -11.37 -17.86
59 H -16.28 -13.20 -16.77
60 H -17.57 -12.28 -16.03
61 H -14.65 -12.65 -13.85
62 H -15.54 -13.83 -14.72
63 H -16.43 -12.73 -13.68
64 H -18.21 -11.86 -18.22
65 H -17.54 -10.75 -19.19
66 C -23.83 -7.21 -23.06
67 C -22.37 -6.78 -23.28
68 C -21.89 -5.86 -22.16
69 O -20.47 -5.91 -22.01
70 C -19.99 -5.32 -20.81
71 N -21.54 -8.02 -23.33
72 H -24.52 -6.40 -23.35
73 H -24.09 -7.32 -22.01
74 H -24.08 -8.01 -23.74
75 H -22.34 -6.24 -24.23
76 H -22.22 -6.23 -21.19
77 H -22.24 -4.86 -22.43
78 H -20.54 -5.73 -19.96
79 H -20.19 -4.25 -20.81
80 H -18.93 -5.54 -20.72
81 H -21.60 -8.39 -22.38
82 H -22.11 -8.77 -23.71

Summary:
DFT total energy: -3030.025816 a.u.
charge: +1
HOMO level: -0.4203 hartree
lowest unoccupied orbital energy: -8.6904 eV

No. 3
Entry from the OMol25 dataset: a molecular structure, C8H22ClO4Y in a non-equilibrium geometry (wB97M-V/def2-TZVPD).

Cartesian coordinates (Å):
1 Y -7.18 -13.41 25.36
2 Cl -8.65 -15.32 24.05
3 C -5.88 -20.05 26.14
4 C -7.05 -19.10 25.74
5 C -7.64 -18.43 27.02
6 O -6.60 -17.99 25.04
7 H -5.03 -19.60 26.66
8 H -5.45 -20.49 25.24
9 H -6.35 -20.85 26.72
10 H -7.74 -19.68 25.13
11 H -8.10 -17.47 26.80
12 H -6.79 -18.27 27.67
13 H -8.29 -19.10 27.60
14 H -7.38 -17.58 24.67
15 C -8.89 -19.19 22.46
16 C -9.95 -18.36 21.69
17 C -11.06 -19.27 21.10
18 O -10.57 -17.56 22.66
19 H -8.61 -20.04 21.85
20 H -9.21 -19.64 23.40
21 H -7.99 -18.63 22.70
22 H -9.57 -17.73 20.90
23 H -11.66 -19.72 21.89
24 H -10.60 -20.16 20.68
25 H -11.69 -18.74 20.38
26 H -9.94 -17.00 23.12
27 C -8.48 -15.49 19.90
28 C -9.44 -14.29 19.98
29 O -9.37 -13.56 21.17
30 O -7.20 -14.97 19.53
31 H -8.76 -16.18 19.11
32 H -8.43 -15.95 20.88
33 H -10.47 -14.63 19.91
34 H -9.38 -13.64 19.11
35 H -9.52 -14.19 21.87
36 H -6.73 -14.90 20.37

Summary:
DFT total energy: -1116.094185 a.u.
2S+1: 2
charge: +3
HOMO level (spin up / spin down): -0.6653 / -0.6586 hartree
lowest unoccupied orbital energy (spin up / spin down): -15.0673 / -15.0716 eV

No. 4
Entry from the OMol25 dataset: 5 unconnected molecules or ions with the total composition C2H14O5 in a non-equilibrium geometry (wB97M-V/def2-TZVPD).

Cartesian coordinates (Å):
1 C 2.21 -0.93 0.70
2 C 0.85 -0.28 0.62
3 O 0.01 -0.51 1.78
4 H 2.15 -2.01 0.80
5 H 2.71 -0.69 -0.20
6 H 2.77 -0.53 1.53
7 H 0.32 -0.83 -0.12
8 H 0.86 0.78 0.36
9 H 0.43 -0.04 2.50
10 O -2.17 1.29 0.45
11 H -1.72 0.71 1.13
12 H -1.92 0.87 -0.32
13 O -1.06 0.77 -2.10
14 H -1.99 0.96 -2.01
15 H -0.69 1.73 -1.92
16 O -0.18 2.96 -0.13
17 H -0.93 2.61 0.32
18 H 0.08 3.76 0.36
19 O 0.70 -3.68 -0.96
20 H 1.25 -3.14 -1.61
21 H -0.12 -3.61 -1.15

Summary:
DFT total energy: -460.751821 a.u.
SMILES: CCO.O.O.O.O
HOMO level: -0.3904 hartree
lowest unoccupied orbital energy: 0.5465 eV

No. 5
Entry from the OMol25 dataset: a molecular structure, C44H35AsBr2NOPSr in a non-equilibrium geometry (wB97M-V/def2-TZVPD).

Cartesian coordinates (Å):
1 Sr 16.21 7.88 9.72
2 C 14.24 8.03 12.98
3 C 15.67 7.87 13.44
4 C 16.04 7.70 14.77
5 C 17.34 7.62 15.13
6 C 18.33 7.71 14.14
7 C 19.69 8.00 14.41
8 Br 20.38 8.24 16.25
9 C 20.57 8.10 13.36
10 C 20.13 7.87 12.02
11 Br 21.43 7.89 10.66
12 C 18.80 7.64 11.66
13 O 18.31 7.42 10.52
14 C 17.90 7.67 12.79
15 N 16.58 7.84 12.47
16 H 13.86 7.08 12.61
17 H 14.19 8.75 12.17
18 H 13.61 8.40 13.78
19 H 15.27 7.59 15.52
20 H 17.67 7.45 16.19
21 H 21.59 8.33 13.53
22 C 16.08 13.51 10.19
23 C 15.51 13.89 8.84
24 As 15.17 15.86 8.46
25 C 13.82 16.07 9.85
26 C 14.08 15.99 11.19
27 C 13.07 15.93 12.13
28 C 11.74 15.89 11.71
29 C 11.45 15.92 10.37
30 C 12.49 16.01 9.48
31 C 16.72 16.62 9.33
32 C 17.93 15.98 9.21
33 C 19.11 16.52 9.69
34 C 19.14 17.78 10.23
35 C 17.93 18.50 10.25
36 C 16.72 17.95 9.86
37 P 16.06 11.72 10.82
38 C 16.89 10.76 9.44
39 C 16.06 10.63 8.29
40 C 16.52 9.99 7.15
41 C 17.80 9.47 7.14
42 C 18.64 9.61 8.29
43 C 18.24 10.30 9.40
44 C 17.56 11.92 11.96
45 C 18.68 12.76 11.77
46 C 19.60 13.06 12.76
47 C 19.46 12.43 14.05
48 C 18.44 11.50 14.18
49 C 17.51 11.26 13.14
50 H 15.54 13.99 10.99
51 H 17.05 13.91 10.27
52 H 14.52 13.44 8.65
53 H 16.15 13.52 7.97
54 H 15.14 16.00 11.46
55 H 13.37 15.92 13.20
56 H 10.98 15.79 12.50
57 H 10.41 15.94 10.06
58 H 12.24 15.96 8.43
59 H 17.89 14.98 8.76
60 H 20.01 15.92 9.49
61 H 19.96 18.29 10.65
62 H 17.86 19.57 10.65
63 H 15.79 18.47 9.85
64 H 15.00 10.91 8.44
65 H 15.83 9.93 6.33
66 H 18.17 9.04 6.23
67 H 19.68 9.31 8.14
68 H 18.94 10.37 10.23
69 H 18.74 13.29 10.79
70 H 20.38 13.79 12.63
71 H 20.24 12.65 14.79
72 H 18.31 10.88 15.08
73 H 16.74 10.53 13.40
74 C 13.80 6.90 9.10
75 C 12.84 7.28 9.76
76 C 11.68 7.70 10.46
77 C 11.49 9.04 10.78
78 C 10.31 9.45 11.39
79 C 9.43 8.55 11.87
80 C 9.65 7.21 11.64
81 C 10.75 6.76 10.96
82 H 12.20 9.82 10.41
83 H 10.31 10.50 11.66
84 H 8.56 8.88 12.49
85 H 9.03 6.49 12.10
86 H 10.88 5.70 10.83

Summary:
DFT total energy: -9583.505122 a.u.
HOMO level: -0.2776 hartree
lowest unoccupied orbital energy: -0.1821 eV

No. 6
Entry from the OMol25 dataset: C4H7NO2 in the gas phase (wB97M-V/def2-TZVPD).

Cartesian coordinates (Å):
1 C 1.49 0.84 -0.57
2 C 0.37 -0.17 -0.63
3 C 0.07 -0.85 0.73
4 N -1.29 -0.43 0.96
5 C -1.83 0.28 -0.08
6 O -2.96 0.68 -0.20
7 O -0.85 0.48 -1.01
8 H 1.31 1.58 0.22
9 H 1.58 1.37 -1.52
10 H 2.44 0.33 -0.36
11 H 0.58 -0.92 -1.39
12 H 0.74 -0.49 1.52
13 H 0.16 -1.94 0.68
14 H -1.90 -0.80 1.67

Summary:
DFT total energy: -361.879270 a.u.
SMILES: C[C@H]1CNC(=O)O1
HOMO level: -0.3659 hartree
lowest unoccupied orbital energy: 0.7618 eV